Here is a cluster of 3 separate species, C4H13NO3 in total in a non-equilibrium geometry from OMol25. Energies are from ωB97M-V/def2-TZVPD.

The geometry in XYZ format:
```
21
Properties=species:S:1:pos:R:3:forces:R:3
C 0.2588 -1.7596 -0.4006 0.1 -0.6 -0.2
C -0.4028 -0.8348 0.5488 -3.3 -1.5 1.9
O -0.9462 -1.3501 1.5346 1.5 0.5 0.1
N -0.7632 0.4631 0.2558 0.0 0.3 -1.7
C -1.3625 1.2572 1.2747 1.5 1.1 2.2
C -1.4455 0.6288 -1.0420 -0.9 1.2 0.9
H 1.2459 -2.0982 -0.0451 -0.5 0.7 -0.3
H -0.3155 -2.6956 -0.3120 -0.1 0.5 -0.5
H 0.2722 -1.3641 -1.4198 0.3 -0.4 0.1
H -1.0789 2.3297 1.2101 -0.6 -0.3 -0.9
H -0.8830 1.1063 2.2567 -0.2 -0.8 -0.4
H -2.4115 1.1439 1.4595 -0.8 -0.2 -0.3
H -1.7192 1.6996 -1.1343 0.8 -0.4 -0.3
H -0.8470 0.2576 -1.8439 0.2 0.1 -0.6
H -2.4630 0.1957 -1.0854 0.5 -0.6 0.3
O 1.4847 1.8471 -0.6047 1.8 0.7 -0.1
H 0.7674 2.2666 -0.1190 -0.3 -1.0 -0.5
H 1.2772 1.0943 -1.1626 -0.9 0.4 0.4
O 3.0481 -1.7110 -0.0148 0.8 0.1 0.2
H 2.7823 -0.8027 -0.1907 0.1 0.1 0.1
H 3.5017 -1.6737 0.8349 0.1 0.0 -0.1
```
Forces are in eV/Å.

Summary:
* E_tot: -440.63209 Ha
* gap between HOMO and LUMO: 9.76 eV
* HOMO: -9.17 eV
* ΔE to the lowest compared entry with this formula, charge and spin: 52.1 kcal per mole